Entry from the OMol25 dataset: a molecular structure, C31H32N3PV at a distorted geometry (ωB97M-V/def2-TZVPD).

The LUMO energy (alpha / beta) is -0.25564 / -0.30311 hartree. As for the max |F|: 3.7 eV Å⁻¹. The total charge is +2. The total energy comes out at -2649.47908 hartree. As for the expectation value of S²: 0.76. Its spin multiplicity is 2. For the energy relative to the best compared isomer or geometry (same formula, charge and spin), the calculation gives 33.8 kcal per mole.

Last column: Löwdin charge in e.
Atoms and positions in Å:
C (1.01170, -1.31408, 1.11559)  -0.166
C (-1.58530, -0.06971, 1.31538)  -0.120
H (1.23744, -2.31998, 0.73940)  0.028
H (0.37060, -1.41342, 1.99897)  0.044
H (1.95006, -0.82165, 1.38829)  0.045
H (-2.40440, 0.46881, 0.82171)  0.023
H (-1.95768, -1.07341, 1.54420)  0.008
H (-1.38943, 0.43685, 2.26742)  0.054
C (2.70275, -0.66792, -1.33139)  -0.067
C (3.76642, -0.46310, -2.20859)  0.001
C (3.67600, 0.55384, -3.15999)  0.003
C (2.54219, 1.35252, -3.18813)  0.035
H (2.75205, -1.41249, -0.53619)  0.107
H (4.64372, -1.09559, -2.11538)  0.128
H (4.48945, 0.73504, -3.86226)  0.135
H (2.45788, 2.21713, -3.83997)  0.119
N (1.56159, 0.05814, -1.40740)  0.009
C (1.46955, 1.06904, -2.32496)  -0.168
C (0.25038, 1.86984, -2.25610)  -0.165
N (-0.67224, 1.46997, -1.32490)  0.015
C (-1.76568, 2.24779, -1.11596)  -0.067
C (-1.10374, 3.77884, -2.85237)  0.004
C (-2.03077, 3.37843, -1.88933)  0.000
H (-2.43243, 1.95018, -0.30599)  0.108
H (-2.94837, 3.93193, -1.70567)  0.129
C (0.06465, 3.04772, -3.00247)  0.036
H (0.87151, 3.37070, -3.65531)  0.120
H (-1.27759, 4.66475, -3.46517)  0.137
V (-0.15989, -0.26920, -0.21838)  0.802
C (0.57108, 1.07682, 1.30728)  -0.098
H (-0.07450, 1.96317, 1.33540)  0.052
H (1.54543, 1.35477, 0.88152)  0.063
H (0.73004, 0.71139, 2.32960)  0.058
N (-0.92940, -1.66740, -0.88335)  -0.229
P (-1.65475, -3.08835, -0.59100)  0.923
C (-1.37418, -4.34077, -1.83840)  -0.288
C (-2.44219, -5.10317, -2.34732)  -0.056
C (-2.18268, -6.23585, -3.11965)  -0.044
C (-0.86918, -6.58905, -3.43753)  -0.041
C (0.19049, -5.79384, -2.98991)  -0.055
C (-0.05387, -4.66013, -2.21052)  -0.102
C (-1.15265, -3.81299, 0.99752)  -0.295
C (-1.86663, -3.51757, 2.17442)  -0.094
C (-1.43213, -4.02219, 3.40340)  -0.045
C (-0.31339, -4.85055, 3.46259)  -0.045
C (0.37512, -5.18026, 2.29534)  -0.046
C (-0.04702, -4.67761, 1.05852)  -0.072
C (-3.42644, -2.95291, -0.38919)  -0.329
C (-4.08625, -1.74990, -0.68311)  -0.074
C (-5.42947, -1.60585, -0.32158)  -0.056
C (-6.12770, -2.66474, 0.26667)  -0.042
C (-5.48683, -3.88672, 0.49399)  -0.042
C (-4.14180, -4.03606, 0.16216)  -0.098
H (-3.47228, -4.82747, -2.11971)  0.104
H (-3.01827, -6.84387, -3.46986)  0.121
H (-0.67380, -7.47428, -4.04222)  0.121
H (1.21809, -6.06009, -3.23882)  0.117
H (0.77395, -4.03588, -1.86330)  0.103
H (-2.78365, -2.92087, 2.14214)  0.109
H (-1.98596, -3.76003, 4.30493)  0.121
H (0.01903, -5.24624, 4.42084)  0.121
H (1.25045, -5.82762, 2.32658)  0.119
H (0.47317, -4.97240, 0.14616)  0.095
H (-3.53301, -0.93460, -1.15764)  0.097
H (-5.92513, -0.64995, -0.49533)  0.114
H (-7.17367, -2.54246, 0.55000)  0.121
H (-6.02659, -4.72093, 0.94304)  0.123
H (-3.64178, -4.98828, 0.35751)  0.128

Forces on atoms 1 to 6 (eV/Å):
0.7 -0.5 0.3
-0.6 0.5 0.7
-0.2 0.2 -0.2
0.3 -0.1 -0.2
-0.3 -0.2 0.0
0.2 -0.1 -0.1